[1]
Entry from the OMol25 dataset: the ion CH3NO4P with charge +1 in a non-equilibrium geometry (ωB97M-V/def2-TZVPD).

Structure (XYZ):
```
10
Properties=species:S:1:pos:R:3
O -3.120 -0.988 -0.586
C -1.292 -0.502 0.808
O 0.365 1.145 -1.042
O 1.402 0.764 1.142
H 2.112 -1.499 -0.067
O 1.329 -1.080 -0.493
N -2.157 -0.744 0.046
H -0.302 1.256 -1.723
P 0.501 0.150 0.072
H 1.162 1.499 1.843
```

Values from the calculation:
LUMO: -0.2055 Ha
HOMO: -0.5597 Ha
gap between HOMO and LUMO: 9.64 eV
SMILES: O=[N+]=C=P(O)(O)O
net charge: +1
molecular weight: 124.01 g mol⁻¹



[2]
Entry from the OMol25 dataset: an isolated molecule of H3NO2Si in a non-equilibrium geometry (ωB97M-V/def2-TZVPD).

Structure (XYZ):
```
7
Properties=species:S:1:pos:R:3
H 0.085 1.171 1.149
H 0.521 -1.375 0.350
O -2.554 1.010 0.213
H -0.113 0.213 -1.460
Si -0.188 0.093 0.084
N -2.049 -0.104 0.019
O -2.671 -1.087 -0.371
```

Values from the calculation:
LUMO: -0.0015 Ha
HOMO: -0.3989 Ha
gap between HOMO and LUMO: 10.81 eV
SMILES: O=[N+]([O-])[SiH3]
molecular weight: 77.11 g mol⁻¹



[3]
Entry from the OMol25 dataset: a cluster of 2 separate species, C2H2Cl2O2S in total in a non-equilibrium geometry (ωB97M-V/def2-TZVPD).

Structure (XYZ):
```
9
Properties=species:S:1:pos:R:3
C -0.462 -0.271 -0.179
S 2.617 0.368 -0.036
H 0.347 -0.454 -0.950
O 2.262 0.765 -1.402
H 0.137 0.539 1.843
Cl 3.511 -1.543 -0.097
C 0.017 0.251 0.897
O 3.439 1.212 0.747
Cl -2.209 -0.403 -0.538
```

Values from the calculation:
LUMO (alpha / beta): -0.0732 / -0.1093 Ha
HOMO (alpha / beta): -0.3764 / -0.3626 Ha
gap between HOMO and LUMO (alpha / beta): 8.25 / 6.89 eV
molecular weight: 161.01 g mol⁻¹



[4]
Entry from the OMol25 dataset: the ion C4H8NO2 with charge -1 in a non-equilibrium geometry (ωB97M-V/def2-TZVPD).

Structure (XYZ):
```
15
Properties=species:S:1:pos:R:3
N -0.061 0.915 2.186
H 1.263 0.317 0.228
H -0.353 -2.166 -1.889
C -0.542 -0.387 -0.684
H 0.557 0.115 2.127
H -0.875 0.601 2.699
C 0.359 -1.507 -1.330
H -1.042 -0.900 0.142
H -1.299 -0.119 -1.430
H 0.901 -0.918 -2.139
C -0.309 1.497 0.931
C 0.340 0.734 -0.187
O 1.170 -2.124 -0.478
H 0.706 1.349 -0.999
O -0.815 2.593 0.823
```

Values from the calculation:
LUMO: 0.1437 Ha
HOMO: -0.0965 Ha
gap between HOMO and LUMO: 6.54 eV
SMILES: NC(=O)CCC[O-]
net charge: -1
molecular weight: 102.11 g mol⁻¹



[5]
Entry from the OMol25 dataset: a structure of composition C35H42Cl2N2NdO3P in a non-equilibrium geometry (ωB97M-V/def2-TZVPD).

Structure (XYZ):
```
86
Properties=species:S:1:pos:R:3
C 0.698 2.297 -9.560
C -0.082 -3.927 2.219
C -2.836 -3.453 2.173
C 4.698 -2.928 3.094
C 2.806 -1.643 3.900
H -1.248 4.320 -5.665
P 0.513 -1.119 2.248
C 2.007 1.322 0.061
H 5.688 -3.335 3.248
C -2.008 -1.217 -3.246
H -0.755 0.783 -6.894
H -2.337 -1.370 2.139
H 0.163 2.564 5.724
H -3.755 4.527 1.056
N -2.558 2.862 1.478
C 0.149 -0.340 3.895
C -1.940 -2.377 2.152
H -3.045 -5.595 2.250
H 1.178 2.063 -10.501
H 3.740 2.265 -0.841
H -2.320 1.868 -0.305
H -0.187 4.949 -7.654
H -1.561 -2.767 -0.285
C -2.059 3.223 2.790
C 0.231 1.269 -8.745
H 0.913 4.418 -9.807
H -3.902 -3.272 2.167
H -1.094 2.755 2.937
N -1.889 -2.239 -2.223
O -1.839 -0.760 -0.477
C -0.438 0.652 6.489
H 4.603 -2.003 5.031
H -2.781 -1.501 -3.959
H -0.972 -1.369 6.969
C -0.551 -2.596 2.153
H 0.350 0.240 -9.055
H -0.608 -6.012 2.305
H 4.520 -3.706 1.095
C 2.122 -1.862 2.683
Cl -0.351 1.739 -2.078
H 2.179 2.709 -1.541
H 4.271 2.482 1.118
H -1.507 -4.249 -1.824
H -4.621 3.139 1.731
Cl 1.253 -1.309 -1.655
C -1.186 3.231 -5.872
H 1.746 0.997 2.103
H -1.951 4.305 2.864
Nd 0.268 0.353 -0.341
C 0.549 3.622 -9.171
C 0.316 1.029 4.221
H -2.346 -3.940 -3.350
C -0.322 -1.189 4.922
C 2.770 -2.601 1.677
H 3.317 2.972 2.509
H 2.394 -1.051 4.700
H 2.860 1.148 -1.890
C -0.613 -0.698 6.200
H -4.058 3.104 0.055
H 0.664 1.773 3.543
H 2.286 -2.758 0.720
C 4.083 -2.180 4.099
C -1.573 -3.576 -2.675
H 4.176 1.447 2.539
O -0.792 1.525 0.990
C -0.384 1.564 -7.544
C 2.389 1.426 1.338
C 0.025 1.513 5.500
C -3.816 3.439 1.058
C -0.067 3.918 -7.966
C -0.537 2.894 -7.146
C 3.601 2.115 1.891
H -0.661 1.033 7.477
H 0.961 -4.175 2.278
H -0.615 -3.579 -3.195
C -1.873 2.046 0.672
H -2.748 2.888 3.565
H -1.056 -1.099 -3.761
C -0.981 -4.996 2.248
H -0.464 -2.245 4.747
H -2.248 -0.270 -2.780
C 4.041 -3.138 1.882
O -1.635 2.427 -5.079
C -1.750 -1.904 -0.938
C 2.748 1.890 -1.103
C -2.355 -4.762 2.220
```

Values from the calculation:
LUMO (alpha / beta): 0.0158 / 0.0158 Ha
HOMO (alpha / beta): -0.2328 / -0.2294 Ha
gap between HOMO and LUMO (alpha / beta): 6.77 / 6.67 eV
multiplicity: 4
molecular weight: 784.85 g mol⁻¹



[6]
Entry from the OMol25 dataset: an isolated molecule of C18H19N5O2S in a non-equilibrium geometry (ωB97M-V/def2-TZVPD).

Structure (XYZ):
```
45
Properties=species:S:1:pos:R:3
C -0.706 0.684 1.547
C 0.063 0.651 0.332
C 4.067 -1.626 3.677
H -1.366 5.782 -1.735
O 0.732 -1.707 4.300
C 2.929 -1.043 1.608
N 1.755 -1.171 2.370
C -2.233 -1.037 0.765
C 4.142 -1.272 2.271
C -1.480 -1.181 -0.418
H -3.087 -1.627 0.968
H -1.241 -2.960 -1.655
C -1.980 -2.164 -1.472
H 0.201 -0.408 -1.561
H -1.818 3.432 -3.698
H -2.427 -0.134 2.656
N 2.733 2.909 -0.217
N 3.412 1.701 -0.160
H 3.870 -0.763 -0.273
H 2.194 -1.268 -0.376
C 2.476 0.815 -0.003
N 1.237 1.368 0.133
O 5.061 -2.034 4.259
H -2.151 -1.635 -2.431
H -0.886 1.479 3.538
H 5.103 -1.122 1.770
H -2.957 4.879 -3.431
C -1.825 -0.159 1.754
C 0.102 4.142 -1.928
H 0.824 -0.997 1.954
N 2.910 -1.988 4.266
C -0.358 -0.305 -0.642
H 0.951 4.719 -2.321
C -0.246 1.611 2.679
H -0.288 2.670 2.402
H -2.894 -2.648 -1.158
C 1.764 -1.618 3.668
S 0.237 4.013 -0.081
C 1.444 2.733 -0.029
C -1.146 4.845 -2.270
H 0.782 1.354 2.941
H 2.947 -1.985 5.256
C 2.865 -0.644 0.159
H 0.144 3.141 -2.377
C -2.041 4.379 -3.227
```

Values from the calculation:
LUMO: 0.0073 Ha
HOMO: -0.3373 Ha
gap between HOMO and LUMO: 9.38 eV
SMILES: C=CCSc1nnc(Cc2cc(=O)[nH]c(=O)[nH]2)n1-c1cc(C)ccc1C
molecular weight: 369.45 g mol⁻¹



[7]
Entry from the OMol25 dataset: a structure of composition C14H14BF4N7O4S5Y in a non-equilibrium geometry (ωB97M-V/def2-TZVPD).

Structure (XYZ):
```
50
Properties=species:S:1:pos:R:3
N -0.264 -0.322 -1.830
C 0.144 -1.705 -3.681
C 0.653 -0.768 -2.789
H -0.411 -4.059 5.080
N -1.272 3.916 -1.024
H -0.566 -3.103 0.908
H 0.035 -1.610 5.508
N -1.081 3.008 -2.095
F 2.468 -2.934 1.446
H -0.755 -4.790 2.706
C -0.365 -3.348 4.265
Y 0.130 0.363 0.600
O 0.160 1.063 2.605
C 2.253 -1.842 -4.766
F 2.296 -0.639 1.268
C 1.983 -0.359 -2.870
S 1.911 2.177 -0.324
H -2.253 -0.704 -1.367
H 2.397 0.344 -2.159
C -0.112 -2.012 4.517
C 0.940 -2.256 -4.687
N -2.428 1.220 1.003
S -1.510 -2.037 -3.295
O -2.139 -0.053 0.893
H 2.899 -2.256 -5.528
C 0.148 0.357 3.690
N -1.671 1.937 0.224
S 2.124 3.364 1.372
O -3.247 1.600 1.803
S 0.761 4.868 1.160
N -0.213 -1.531 2.182
C -1.402 -0.911 -2.002
F 3.551 -1.835 -0.250
H 3.809 -0.612 -3.928
S -1.121 4.224 1.658
H -3.367 4.688 -0.131
H 0.543 -2.989 -5.375
H -0.148 2.603 -2.027
C -1.888 3.390 0.168
C 2.770 -0.902 -3.860
C -0.463 -2.817 1.946
C -0.054 -1.135 3.445
C -0.557 -3.756 2.956
H -3.746 3.541 1.027
O 0.254 0.759 4.829
N -3.291 3.716 0.144
F 1.243 -1.925 -0.241
H -1.169 3.528 -2.957
H -0.422 4.416 -0.783
B 2.443 -1.872 0.566
```

Values from the calculation:
LUMO: 0.0793 Ha
HOMO: -0.1894 Ha
gap between HOMO and LUMO: 7.31 eV
net charge: -1
molecular weight: 680.36 g mol⁻¹



[8]
Entry from the OMol25 dataset: the ion C4H4OP with charge +1 in a non-equilibrium geometry (ωB97M-V/def2-TZVPD).

Structure (XYZ):
```
10
Properties=species:S:1:pos:R:3
C -0.403 0.135 0.923
O -1.387 -0.650 -1.112
H 2.602 0.142 -1.032
H -0.679 0.627 1.915
H -2.453 -0.434 0.509
C -1.380 -0.283 0.212
H 1.810 0.563 1.194
C 0.964 0.242 0.529
C 1.659 0.310 -0.596
P -0.732 -0.654 -2.542
```

Values from the calculation:
LUMO (alpha / beta): -0.2575 / -0.2685 Ha
HOMO (alpha / beta): -0.4753 / -0.5099 Ha
gap between HOMO and LUMO (alpha / beta): 5.93 / 6.57 eV
net charge: +1
molecular weight: 99.05 g mol⁻¹